# 1
{
  "formula": "C6H12O2Si",
  "method": "ωB97M-V with the def2-TZVPD basis set",
  "de_lowest_kcal_mol": 43.4,
  "multiplicity": 1,
  "e_tot_ev": -18388.31159,
  "total_charge": 0,
  "homo_ha": -0.34791,
  "e_lumo_ev": 1.01,
  "elements": ["Si", "O", "O", "C", "C", "C", "C", "C", "C", "H", "H", "H", "H", "H", "H", "H", "H", "H", "H", "H", "H"],
  "xyz": [[0.750336, 0.580132, 0.065750], [0.239265, -0.200854, -1.313524], [3.823749, 0.600503, -1.338377], [4.461477, -0.341613, -1.583680], [-1.401871, -1.029309, 1.183397], [-1.711135, -1.313784, -0.338103], [-0.509709, -1.342640, -1.272575], [-0.652209, 0.334013, 1.294374], [0.741323, 2.395074, 0.073919], [-2.356758, -0.652619, -1.013104], [-0.801578, -1.666672, -2.310621], [0.119885, 2.667379, 0.861956], [0.430005, 2.845883, -0.816558], [2.157878, -0.392427, 0.519401], [0.149687, -2.115918, -0.924312], [-2.335819, -0.938219, 1.778578], [-2.248516, -2.228129, -0.431279], [-0.299072, 0.609535, 2.369548], [-1.342979, 1.089263, 1.055438], [-0.857506, -1.831111, 1.605025], [1.643549, 2.931523, 0.534753]],
  "forces_ev_per_angstrom": [[0.9541, -3.1114, 1.2459], [0.6780, 2.7186, -0.2924], [2.4859, -3.4802, -1.0248], [-2.3872, 3.5349, 0.9035], [-1.1986, 2.2571, -1.2618], [-0.5551, 1.2894, -1.1000], [-0.1038, -2.4893, 0.0279], [1.3548, -1.5814, 1.9301], [3.5140, 0.9956, 0.9911], [0.1022, 0.1922, 2.0972], [0.0546, 0.6001, 0.8723], [-1.9476, 0.2124, 1.0833], [-0.3027, 0.8307, -1.3615], [-2.1196, 1.8254, -0.5111], [0.5509, -0.9449, 0.1775], [0.3485, -0.2670, -0.5153], [-0.1605, -1.1248, 0.0118], [-0.5316, -0.6980, -1.6154], [-1.0554, 1.1130, -0.4354], [0.7819, -0.9736, 0.2238], [-0.4627, -0.8989, -1.4467]]
}

***

# 2
{
  "formula": "C3H9NO",
  "method": "ωB97M-V with the def2-TZVPD basis set",
  "de_lowest_kcal_mol": 57.8,
  "multiplicity": 1,
  "e_tot_ev": -6792.54737,
  "total_charge": 0,
  "homo_ha": -0.36047,
  "smiles": "C=N.CCO",
  "e_lumo_ev": 0.73,
  "elements": ["O", "N", "C", "C", "C", "H", "H", "H", "H", "H", "H", "H", "H", "H"],
  "xyz": [[1.526655, 1.622407, 0.794395], [-3.409956, 0.098448, 0.013203], [-2.472545, -0.706279, -0.282926], [1.605886, 0.230564, 0.555973], [1.629363, -0.192105, -0.903496], [2.488102, -0.131840, 1.100619], [-2.307966, -1.086615, -1.294083], [-1.629245, -0.678425, 0.425858], [0.746466, -0.298418, 1.000112], [0.796563, 0.390811, -1.341777], [1.287309, -1.211518, -1.041542], [-3.582314, 0.101702, 1.018903], [0.776773, 1.801043, 1.385893], [2.544907, 0.060229, -1.431132]],
  "forces_ev_per_angstrom": [[-0.5812, 0.3880, -0.1008], [-1.7108, -1.8776, -0.7877], [0.9842, 2.0298, 0.6402], [0.1743, -1.2995, 0.8604], [-1.2716, 1.4918, -0.1210], [-0.0390, -0.1047, -0.1891], [-0.0572, 0.3190, 0.0455], [-0.0844, -1.5321, -0.0029], [0.1341, 0.2750, 0.0815], [0.4725, -0.0467, -0.2372], [0.5590, -0.3798, 0.1467], [0.8785, 1.0597, 0.0990], [0.4996, -0.1021, -0.4301], [0.0419, -0.2207, -0.0044]]
}

***

# 3
{
  "formula": "C4H9FO2",
  "method": "ωB97M-V with the def2-TZVPD basis set",
  "de_lowest_kcal_mol": 18.5,
  "multiplicity": 1,
  "e_tot_ev": -11105.20862,
  "total_charge": 0,
  "homo_ha": -0.34606,
  "smiles": "CO[C@@H](CO)CF",
  "e_lumo_ev": 0.82,
  "elements": ["F", "O", "O", "C", "C", "C", "C", "H", "H", "H", "H", "H", "H", "H", "H", "H"],
  "xyz": [[-1.401799, -1.010981, -0.990274], [-0.256869, 1.604528, -0.958590], [1.253050, -0.530573, 0.561210], [-1.233269, -0.947909, 0.432751], [1.673140, -0.659025, -0.785733], [-0.045235, -0.055736, 0.858049], [-0.261621, 1.404564, 0.441238], [-2.177821, -0.487114, 0.771583], [-0.127342, -0.136029, 1.945962], [-1.269474, 1.666287, 0.813114], [-1.108293, -1.981264, 0.779043], [0.522048, 2.035843, 0.884601], [1.165318, -1.428041, -1.376916], [1.458107, 0.321127, -1.293932], [2.755576, -0.828182, -0.762149], [-0.945512, 1.032509, -1.319953]],
  "forces_ev_per_angstrom": [[0.2925, 0.0371, 0.6454], [-0.0490, 0.1496, -0.0781], [-0.3191, -0.7176, 0.6163], [0.1311, 0.2779, -0.8734], [-0.1959, 1.7355, -0.9092], [-0.2631, -0.2698, -0.6200], [-0.5427, -0.3492, 0.2695], [0.4489, -0.3740, 0.2621], [0.1792, 0.3177, 0.1410], [0.4442, 0.3223, 0.3148], [-0.0930, 0.3018, -0.0564], [-0.3687, -0.1355, -0.1869], [-0.0031, -0.1995, 0.4098], [0.5378, -1.0339, 0.1903], [-0.3366, -0.1004, 0.0298], [0.1374, 0.0381, -0.1551]]
}

***

# 4
{
  "formula": "C3H6O",
  "method": "ωB97M-V with the def2-TZVPD basis set",
  "de_lowest_kcal_mol": 82.4,
  "multiplicity": 1,
  "e_tot_ev": -5252.11896,
  "total_charge": 0,
  "homo_ha": -0.30512,
  "e_lumo_ev": 0.79,
  "elements": ["O", "C", "C", "C", "H", "H", "H", "H", "H", "H"],
  "xyz": [[0.558777, -0.426881, 0.501470], [-1.622681, 0.116844, 0.357888], [-0.518549, -0.709356, -0.222250], [1.651954, -0.080455, -0.345487], [1.354427, -0.332001, -1.366406], [-2.408992, -0.452154, 0.841649], [-2.076870, 0.557377, -0.537020], [-1.256913, 0.911452, 1.019392], [2.560271, -0.588620, -0.044867], [1.758580, 1.003795, -0.204367]],
  "forces_ev_per_angstrom": [[-0.4101, 0.3725, -0.2377], [-0.2096, -0.0804, 0.0398], [-0.0603, 0.4759, 0.3002], [0.4032, -0.0197, -0.0746], [0.3621, 0.1205, 0.0250], [-0.1992, -0.2487, 0.0458], [-0.1194, 0.0294, 0.1107], [-0.0915, -0.1990, 0.0285], [0.1217, -0.1316, 0.1140], [0.2032, -0.3189, -0.3517]]
}

***

# 5
{
  "formula": "C10H16O",
  "method": "ωB97M-V with the def2-TZVPD basis set",
  "de_lowest_kcal_mol": 27.6,
  "multiplicity": 1,
  "e_tot_ev": -12676.52601,
  "total_charge": 0,
  "homo_ha": -0.31524,
  "smiles": "Cc1ccc(O)cc1.CCC",
  "e_lumo_ev": 0.87,
  "elements": ["O", "C", "C", "C", "C", "C", "C", "C", "C", "C", "C", "H", "H", "H", "H", "H", "H", "H", "H", "H", "H", "H", "H", "H", "H", "H", "H"],
  "xyz": [[0.724571, -2.656144, -2.783335], [0.238889, -1.446150, -2.302263], [-1.093798, -1.077583, -2.370995], [-0.536400, 1.068806, -1.389970], [0.761582, 0.609743, -1.183428], [1.004586, -1.078389, 3.465134], [-0.444178, 0.546631, 2.033402], [1.168688, -0.618466, -1.690419], [0.697426, -0.497604, 2.064687], [-1.454752, 0.177764, -1.903058], [-0.900708, 2.470316, -0.980170], [-0.418163, 3.169921, -1.660982], [0.264223, -2.852512, -3.613566], [-1.962116, 2.677900, -1.053344], [-2.459707, 0.539546, -2.044978], [0.417707, -1.260861, 1.335294], [-0.808107, 0.813382, 3.032191], [1.514398, 1.136134, -0.610686], [0.012717, 1.489292, 1.724928], [2.192055, -0.967245, -1.685543], [1.582699, -0.034980, 1.656104], [1.244775, -2.131207, 3.374026], [1.796063, -0.491102, 3.921332], [-0.616119, 2.657981, 0.045814], [-1.299013, 0.309318, 1.416195], [0.175802, -0.861237, 4.103855], [-1.803118, -1.693255, -2.900225]],
  "forces_ev_per_angstrom": [[-0.4865, 0.3806, -0.3878], [0.3587, -0.4433, -0.0160], [0.3603, 0.1481, -0.2516], [0.2600, 0.0753, 0.9788], [0.6222, -0.7293, -0.2722], [0.0959, 0.8683, -1.1258], [0.9456, 0.8745, 0.8697], [-0.4540, -0.0013, -0.0674], [-0.9041, -0.1585, -0.0732], [-0.1781, 0.3193, -0.6736], [-0.1602, -0.1565, -0.3826], [0.1949, 0.1918, 0.1980], [0.1119, -0.0995, 0.3600], [-0.2853, -0.1953, -0.0494], [-0.3201, -0.1235, 0.0075], [0.1812, -0.2828, 0.2557], [-0.0789, -0.4334, 0.0401], [-0.1639, 0.5781, -0.1879], [-0.3845, 0.0682, -0.4161], [0.0694, 0.1183, 0.3197], [0.3734, 0.0713, -0.1075], [0.0996, -0.0753, 0.4802], [0.4983, -0.3003, -0.0065], [0.2538, 0.2280, 0.1482], [-0.0101, -0.1350, -0.2523], [-0.7995, -0.5626, 0.4662], [-0.2001, -0.2251, 0.1459]]
}

***

# 6
{
  "formula": "C3H10NOS",
  "method": "ωB97M-V with the def2-TZVPD basis set",
  "de_lowest_kcal_mol": 30.1,
  "s2": 0.75,
  "multiplicity": 2,
  "e_tot_ev": -17643.49304,
  "total_charge": 0,
  "homo_ha": [-0.35265, -0.34427],
  "e_lumo_ev": [0.81, -2.38],
  "elements": ["S", "O", "N", "C", "C", "C", "H", "H", "H", "H", "H", "H", "H", "H", "H", "H"],
  "xyz": [[0.691930, 1.908875, 0.179926], [-0.119387, 1.497135, -2.950254], [0.561582, -1.167640, -0.945695], [-0.109399, -0.652109, 1.427016], [-0.212440, 0.910409, 1.499510], [-0.498223, -1.310365, 0.083958], [-1.587331, -0.831749, -0.083749], [1.278085, -0.734833, -0.525487], [0.348265, 1.165905, 2.452840], [0.723247, 1.003430, -3.083185], [-0.522878, -1.189548, 2.287049], [-0.509075, -2.429018, 0.282947], [0.892078, -0.969995, 1.715936], [-1.275589, 1.221649, 1.404308], [0.343805, -0.410314, -1.579958], [-0.004671, 1.988163, -2.165164]],
  "forces_ev_per_angstrom": [[-0.3529, -1.1290, 1.0306], [0.6967, -1.6637, -1.7621], [-3.7970, -0.4205, -1.6564], [1.1641, -0.1271, -0.1780], [0.4639, -0.3203, 0.0057], [-1.2138, -0.1925, 1.2452], [2.4234, -1.4852, -0.6286], [3.8890, 1.3113, 2.4287], [-1.1790, 0.2021, -0.9745], [-0.9155, 0.7236, 0.0585], [-1.3390, 0.6925, -0.1186], [-0.8082, 1.3276, -0.2255], [0.8519, 0.4149, -0.7315], [0.7977, -0.0942, 0.6476], [-0.8842, -0.2155, -0.6587], [0.2029, 0.9758, 1.5177]]
}